# 1
{
  "formula": "C6H13O",
  "method": "ωB97M-V with the def2-TZVPD basis set",
  "symbols": ["C", "O", "C", "C", "C", "C", "C", "H", "H", "H", "H", "H", "H", "H", "H", "H", "H", "H", "H", "H"],
  "coordinates": [[1.25829, 1.32166, 2.12026], [1.14849, 2.49807, 2.79826], [1.17481, 1.40327, 0.49149], [1.07613, 0.14142, -0.37277], [-0.13152, -0.82063, 0.12188], [-1.55864, -0.63135, -0.54628], [-1.84124, -1.41063, -1.85056], [2.35422, 0.79883, 2.01653], [0.68777, 0.36478, 2.43390], [0.31571, 2.02572, 0.28958], [2.06449, 2.04432, 0.24584], [2.06749, -0.44590, -0.32104], [0.98360, 0.25312, -1.56211], [-0.33783, -0.51885, 1.10778], [0.17696, -1.84310, 0.10851], [-2.23024, -0.77502, 0.29636], [-1.47361, 0.49492, -0.88000], [-1.95333, -0.76432, -2.74953], [-2.80042, -2.01243, -1.72579], [-0.98114, -2.12388, -2.02231]],
  "forces_ev_per_angstrom": [[2.06, -1.02, -0.98], [-0.07, -2.20, -1.29], [-0.10, 1.34, 0.23], [0.29, -2.09, -1.22], [0.12, 1.49, -1.89], [2.48, 2.58, -1.13], [-0.31, -1.22, 0.40], [-0.90, 0.78, 1.20], [-0.03, 1.38, 0.14], [-0.58, 0.42, -0.22], [-0.73, -0.65, -0.11], [-1.38, 0.62, 0.27], [-0.02, 0.40, 2.39], [0.21, 0.06, 1.43], [0.16, -0.87, -0.01], [-0.63, 0.07, -0.55], [-0.84, -1.82, 1.09], [0.10, -0.42, 0.69], [1.19, 0.58, -0.40], [-1.02, 0.58, -0.05]],
  "mulliken_charge": [-0.113, -0.849, -0.782, -0.390, -0.635, -0.480, -0.976, 0.030, 0.140, 0.201, 0.344, 0.286, 0.202, 0.144, 0.486, 0.438, 0.148, 0.271, 0.272, 0.263],
  "charge": -1,
  "smiles": "CCCCCC[O-]",
  "gap_ev": 5.858,
  "relative_energy_kj_mol": 164.3,
  "e_homo_ev": -2.34
}

# 2
{
  "formula": "NO4S",
  "method": "ωB97M-V with the def2-TZVPD basis set",
  "symbols": ["N", "O", "O", "O", "O", "S"],
  "coordinates": [[1.70807, -0.42821, 0.13845], [-1.36787, 1.29648, 0.82862], [0.53715, -0.59721, 0.60231], [-1.75427, -0.89071, -0.43190], [1.85740, 0.29242, -0.85328], [-0.98049, 0.32723, -0.28419]],
  "forces_ev_per_angstrom": [[1.27, 0.35, -0.83], [0.63, -2.49, -2.09], [-0.16, 0.30, 0.04], [-0.53, -0.06, 0.41], [-0.55, -0.68, 1.11], [-0.66, 2.59, 1.35]],
  "mulliken_charge": [0.336, -0.575, -0.317, -0.523, -0.519, 0.597],
  "charge": -1,
  "gap_ev": 8.441,
  "relative_energy_kj_mol": 46.9,
  "e_homo_ev": -4.29
}

# 3
{
  "formula": "C28H51BrCl22I2N2OPS",
  "method": "ωB97M-V with the def2-TZVPD basis set",
  "symbols": ["C", "C", "C", "I", "C", "N", "P", "C", "C", "C", "C", "C", "C", "C", "C", "Br", "C", "C", "C", "I", "C", "N", "C", "O", "S", "H", "H", "H", "H", "H", "H", "H", "H", "H", "H", "H", "H", "H", "H", "H", "H", "H", "H", "H", "H", "H", "H", "H", "H", "H", "H", "H", "H", "H", "C", "Cl", "Cl", "H", "H", "C", "Cl", "Cl", "H", "H", "C", "Cl", "Cl", "H", "H", "C", "Cl", "Cl", "H", "H", "C", "Cl", "Cl", "H", "H", "C", "Cl", "Cl", "H", "H", "C", "Cl", "Cl", "H", "H", "C", "Cl", "Cl", "H", "H", "C", "Cl", "Cl", "H", "H", "C", "Cl", "Cl", "H", "H", "C", "Cl", "Cl", "H", "H"],
  "coordinates": [[-4.23541, -1.10197, 2.90149], [-2.89996, -1.57721, 2.30886], [-2.26561, -0.48102, 1.40914], [-2.24272, 1.33881, 2.62435], [-0.82019, -0.80538, 1.06704], [-0.38410, -1.76988, 0.29545], [-1.70912, -2.71311, -0.50726], [-2.34705, -1.49046, -1.78253], [-2.55202, -2.10223, -3.17597], [-1.09820, -4.16761, -1.44115], [-0.84198, -5.42804, -0.57228], [1.08992, -1.88882, 0.22113], [1.81268, -2.66270, 1.32118], [1.40555, -4.13665, 1.44502], [2.26089, -4.74997, 2.57821], [1.25377, -5.98297, 3.67275], [1.55502, -2.40497, -1.15024], [3.02643, -2.12834, -1.48880], [3.26657, -0.95706, -2.45448], [3.75594, -3.92648, -2.48260], [1.57706, -0.41885, 0.34985], [2.93435, -0.21700, 0.87245], [3.23468, 0.96767, 0.85541], [3.49988, 2.10639, 0.86292], [0.46942, 0.15330, 1.72935], [-4.91752, -1.94044, 2.98113], [-4.71772, -0.37005, 2.26747], [-4.12303, -0.69194, 3.89144], [-2.20022, -1.87165, 3.07666], [-3.14590, -2.42472, 1.69225], [-2.87638, -0.22986, 0.55780], [-1.66414, -0.64550, -1.80854], [-3.31844, -1.19818, -1.40737], [-2.97349, -1.33332, -3.80806], [-1.62040, -2.44942, -3.59931], [-3.27951, -2.89652, -3.09120], [-0.27515, -3.97512, -2.11470], [-1.92600, -4.42968, -2.09116], [-1.17423, -5.25410, 0.44090], [0.21272, -5.65402, -0.63091], [-1.36443, -6.26714, -1.00102], [2.87848, -2.67351, 1.15897], [1.66745, -2.24133, 2.31007], [0.35946, -4.23991, 1.69697], [1.68185, -4.67484, 0.55003], [3.07450, -5.29939, 2.13054], [2.71264, -3.95542, 3.15625], [0.94569, -2.01830, -1.96272], [1.43181, -3.47608, -1.12403], [3.67773, -2.01175, -0.63982], [4.30875, -0.67908, -2.34733], [2.67400, -0.08840, -2.18398], [3.15007, -1.23968, -3.49419], [1.30283, 0.08749, -0.57246], [0.81953, 3.39536, 4.99199], [-0.46866, 4.61015, 4.93406], [0.16044, 1.76664, 5.18146], [1.38265, 3.44054, 4.06557], [1.46642, 3.60619, 5.83192], [1.94054, -7.09387, -3.92221], [0.85962, -5.69409, -3.95083], [1.05173, -8.59941, -3.68982], [2.47095, -7.14082, -4.86621], [2.63883, -6.97297, -3.10546], [4.82574, -7.10544, -0.58404], [5.19809, -7.33323, -2.29898], [3.85777, -8.43364, 0.06008], [5.75703, -7.04764, -0.03305], [4.26661, -6.18244, -0.47597], [-4.76847, 4.37184, 4.17031], [-5.30764, 3.65659, 2.64304], [-4.15647, 3.14161, 5.28853], [-3.97225, 5.07670, 3.94709], [-5.60835, 4.87955, 4.62984], [-1.48230, 7.34205, 2.79147], [-3.14459, 7.21483, 3.38742], [-1.37787, 8.37569, 1.36043], [-0.86468, 7.76594, 3.57421], [-1.13101, 6.35072, 2.53111], [4.31126, 1.83242, 5.32352], [3.51264, 2.68560, 6.65096], [4.43849, 0.10034, 5.63780], [3.73131, 1.97950, 4.41871], [5.30728, 2.24031, 5.19981], [4.11383, 0.23861, -6.07942], [3.42908, 1.18795, -4.76028], [4.06042, -1.49250, -5.71965], [3.53711, 0.42842, -6.97644], [5.14600, 0.53172, -6.22996], [-8.38519, 6.34461, 3.50702], [-9.66471, 5.51652, 4.39497], [-7.07579, 6.86567, 4.58100], [-7.97584, 5.66501, 2.76830], [-8.80295, 7.21934, 3.02360], [1.06486, 3.92026, -6.93729], [0.23621, 3.18320, -5.56213], [2.26589, 2.82022, -7.61800], [0.33527, 4.15670, -7.70237], [1.56411, 4.82233, -6.60405], [0.04489, 4.28069, -1.78510], [-0.82959, 3.56362, -0.42899], [1.29520, 3.19082, -2.39788], [-0.65627, 4.48007, -2.58589], [0.51056, 5.20264, -1.45564], [-2.00483, 7.38499, -2.43771], [-1.56967, 7.26629, -4.14690], [-2.84678, 5.93313, -1.87869], [-1.09849, 7.50704, -1.85562], [-2.65518, 8.24000, -2.29857]],
  "forces_ev_per_angstrom": [[0.08, -0.50, 0.04], [-0.85, 0.72, -0.46], [0.73, -0.07, 1.55], [-0.33, -0.12, -0.39], [0.58, 0.76, 0.26], [-0.47, -0.27, -0.14], [-1.18, -0.68, -0.16], [0.79, -0.84, -0.11], [0.00, 0.56, 0.72], [0.42, -0.21, 0.18], [0.17, 0.84, -0.66], [2.71, 1.03, -0.88], [-1.30, -1.51, 0.46], [0.87, 0.24, 0.80], [-0.22, 0.18, -0.79], [0.15, 0.16, 0.05], [0.05, -0.38, 0.31], [-0.13, -0.01, -0.99], [0.46, -0.63, 0.76], [0.35, 0.24, 0.28], [-1.13, -0.97, 1.61], [-0.60, 0.01, -0.98], [0.59, 1.97, -0.01], [-0.02, -1.51, 0.10], [-0.50, 0.30, -0.80], [-0.09, -0.23, 0.05], [-0.10, 0.24, -0.14], [0.04, 0.30, 0.25], [0.24, -0.10, 0.24], [0.33, -0.37, -0.19], [0.00, -0.09, -0.37], [-0.07, 0.29, -0.06], [-0.13, 0.38, 0.17], [-0.07, 0.11, -0.33], [0.11, -0.20, -0.20], [-0.08, -0.36, -0.27], [0.12, 0.04, -0.13], [-0.44, 0.43, -0.09], [0.05, -0.28, 0.32], [0.21, -0.21, 0.38], [-0.24, -0.29, -0.01], [0.31, 0.44, -0.36], [-0.13, 0.46, 0.06], [-0.29, -0.08, -0.20], [-0.44, -0.18, -0.34], [0.21, -0.36, 0.07], [-0.17, -0.07, 0.66], [-0.22, 0.14, -0.09], [-0.27, -0.22, -0.14], [-0.04, -0.19, 0.35], [0.24, 0.23, -0.11], [-0.23, 0.12, -0.15], [-0.51, 0.14, 0.18], [0.30, 0.58, 0.05], [-0.10, 0.13, -0.06], [-0.01, 0.02, -0.06], [0.24, -0.01, 0.13], [-0.10, 0.00, -0.05], [-0.23, 0.05, -0.03], [0.05, -0.18, -0.03], [-0.20, 0.05, -0.12], [0.04, 0.01, 0.02], [-0.09, 0.02, -0.04], [-0.02, 0.02, 0.09], [0.01, 0.00, 0.13], [0.08, 0.04, 0.00], [-0.04, 0.06, 0.03], [0.04, -0.10, -0.05], [-0.03, -0.01, -0.08], [0.11, 0.01, 0.09], [-0.12, 0.07, -0.09], [0.04, 0.04, 0.01], [-0.13, -0.33, 0.09], [0.07, -0.20, -0.01], [0.06, -0.07, -0.01], [0.16, 0.25, -0.06], [0.05, -0.01, -0.02], [-0.06, 0.09, 0.00], [-0.07, -0.01, -0.06], [0.01, 0.01, -0.08], [0.36, -0.08, 0.17], [-0.01, -0.01, -0.07], [-0.06, -0.03, 0.04], [0.02, -0.02, 0.09], [0.05, 0.00, -0.12], [0.05, 0.28, -0.03], [0.13, -0.10, -0.34], [-0.10, -0.06, 0.05], [0.02, -0.02, 0.12], [-0.08, -0.07, -0.12], [0.00, 0.00, -0.04], [-0.06, 0.22, -0.02], [0.05, -0.05, 0.07], [0.00, 0.05, 0.10], [-0.07, 0.07, -0.01], [-0.14, 0.07, -0.09], [0.04, 0.11, -0.24], [-0.02, -0.10, -0.01], [0.06, -0.06, 0.07], [0.00, 0.03, -0.11], [0.02, -0.13, 0.17], [0.17, -0.06, 0.19], [-0.03, -0.08, -0.03], [0.08, -0.07, 0.07], [0.01, 0.07, 0.02], [0.05, 0.01, 0.01], [-0.13, 0.14, 0.04], [0.01, -0.06, 0.00], [-0.06, -0.04, -0.06]],
  "mulliken_charge": [-1.502, 0.171, -0.558, 0.386, 0.090, 0.115, -0.129, -0.504, -1.531, 0.088, -1.218, 1.389, -2.127, 0.400, -0.833, -0.165, -2.154, -0.604, -1.070, 0.079, -0.841, -0.603, 0.724, -0.472, 0.074, 0.434, 0.365, 0.396, 0.452, 0.129, 0.384, 0.460, 0.476, 0.444, 0.323, 0.393, -0.156, 0.679, 0.298, 0.225, 0.397, 0.472, 1.097, 0.314, -0.263, 0.373, 0.530, 0.727, 0.465, 0.733, 0.627, 0.154, 0.026, 0.769, -0.171, -0.136, -0.103, 0.161, 0.232, 0.282, -0.101, -0.159, 0.358, -0.384, 0.389, -0.155, -0.146, 0.380, -0.468, 0.632, -0.177, -0.150, -0.415, 0.069, -0.127, -0.110, -0.166, 0.336, 0.080, 0.116, -0.169, -0.149, -0.131, 0.340, -0.364, -0.020, -0.123, 0.223, 0.355, -0.169, -0.145, -0.145, 0.182, 0.305, -0.349, -0.107, -0.131, 0.331, 0.262, -0.387, 0.003, -0.082, 0.153, 0.299, -0.239, -0.143, -0.118, 0.169, 0.354],
  "charge": 1,
  "gap_ev": 7.993,
  "e_homo_ev": -11.47
}